A molecular structure, C19H43InO2P3S at a distorted geometry. Source: the Open Molecules 2025 dataset; level of theory: ωB97M-V/def2-TZVPD.

CARTESIAN COORDINATES (ANGSTROEM)
In: 0.07754 -0.46780 -0.38763
P: 1.61427 1.91099 -0.20064
P: -1.05728 0.60361 1.95761
P: -1.75134 1.19157 -1.51259
H: 0.35748 -5.85323 -6.08852
C: 0.21079 -4.93338 -6.65013
C: 1.17733 -4.02873 -6.83219
H: 2.21386 -4.18870 -6.52785
C: 3.30280 1.37080 0.25171
C: 1.34548 3.33922 0.91786
C: 1.85950 2.67247 -1.85899
C: -2.49259 -0.41365 2.44803
C: 0.19057 0.23246 3.23104
C: -1.57775 2.31425 2.35537
C: -1.37716 1.02729 -3.28194
C: -1.89748 2.98914 -1.19101
C: -3.45116 0.55559 -1.30493
H: -0.74706 -4.83657 -7.16200
H: 0.98300 -3.14030 -7.44180
H: 3.69258 0.69755 -0.52283
H: 3.28020 0.82933 1.20874
H: 3.94995 2.25441 0.34193
H: 1.27438 2.99665 1.95673
H: 0.42382 3.87542 0.66628
H: 2.19018 4.03640 0.84122
H: 2.01869 1.86924 -2.59434
H: 2.75097 3.31683 -1.83161
H: 0.98706 3.26793 -2.16718
H: -2.77198 -0.14216 3.47416
H: -2.20491 -1.47268 2.40411
H: -3.34360 -0.23660 1.77437
H: -0.30406 0.23917 4.20998
H: 0.98915 0.98612 3.21802
H: 0.62127 -0.75730 3.03201
H: -2.55764 2.26435 2.85287
H: -1.66156 2.92250 1.44251
H: -0.84356 2.76995 3.03764
H: -2.13114 1.62385 -3.80304
H: -1.44437 -0.01769 -3.60313
H: -0.37394 1.41263 -3.50033
H: -2.31564 3.46080 -2.09160
H: -0.92306 3.44870 -0.96702
H: -2.58811 3.15393 -0.35126
H: -4.07091 0.90333 -2.14258
H: -3.87443 0.92610 -0.35951
H: -3.43685 -0.54090 -1.29207
C: 0.71691 -2.13998 -2.94338
C: -0.38275 -3.03366 -2.76462
C: -1.28773 -3.19777 -3.80255
C: -1.10956 -2.52950 -5.01044
C: 0.12270 -1.89857 -5.27243
C: 1.08017 -1.78518 -4.27442
O: 1.29094 -1.55853 -1.91958
H: -1.35089 -1.57536 -0.39359
H: -0.57242 -3.50626 -1.80204
H: -2.12398 -3.87432 -3.64869
H: -1.85413 -2.61153 -5.81080
H: 0.39772 -1.58193 -6.28315
H: 2.06052 -1.34827 -4.42565
C: 3.47313 -2.91335 1.97020
S: 2.58976 -2.62385 0.44742
C: 1.41018 -3.98133 0.48069
O: 1.71901 -1.38929 0.79898
H: 4.19106 -3.70316 1.73971
H: 2.80030 -3.22642 2.77159
H: 3.99625 -1.98967 2.23635
H: 0.88217 -3.95648 1.44281
H: 0.71237 -3.84890 -0.35731
H: 1.97888 -4.90771 0.36800

The LUMO energy (alpha / beta) comes out at -12.76 / -10.96 eV. Its HOMO energy (alpha / beta) is -16.344 / -16.190 eV. Its relative energy (zero: lowest compared OMol25 entry of this formula, charge and spin) is 65.4 kcal per mole. Its charge is +3. As for the spin multiplicity: 1.

A molecular structure, C19H43LiN2O11 at a distorted geometry. Source: the Open Molecules 2025 dataset; level of theory: ωB97M-V/def2-TZVPD.

CARTESIAN COORDINATES (ANGSTROEM)
Li: 0.07875 -2.04187 -0.05376
C: 2.29407 4.14522 -0.51118
C: 2.24819 2.63373 -0.19443
N: 3.16412 1.79591 -1.05186
C: 2.57091 1.81787 -2.41511
C: 4.57912 2.31112 -1.04332
C: 5.16059 2.55651 0.32763
C: 2.93463 0.40894 -0.46943
C: 3.91058 -0.67731 -0.93082
O: 5.22286 -0.32050 -0.44093
C: 6.21694 -0.90367 -1.26135
H: 3.29704 4.56159 -0.34882
H: 1.60089 4.71631 0.09395
H: 2.28283 4.31941 -1.58978
H: 1.21482 2.35615 -0.38282
H: 2.37305 2.48925 0.87660
H: 3.10489 1.07884 -3.01897
H: 2.65892 2.75635 -2.95396
H: 1.54789 1.45135 -2.45005
H: 4.39326 3.23655 -1.59391
H: 5.21592 1.68180 -1.65240
H: 6.24782 2.52406 0.30271
H: 4.93708 1.73710 1.01686
H: 4.76609 3.42316 0.85585
H: 1.91417 0.13775 -0.72657
H: 2.88676 0.45802 0.61737
H: 3.88267 -0.91030 -1.99652
H: 3.67612 -1.61551 -0.42059
H: 6.22205 -1.98076 -1.04327
H: 7.19618 -0.51403 -0.97433
H: 6.17687 -0.82923 -2.35437
C: -6.43023 -1.64948 0.41618
C: -5.16591 -1.66480 1.25497
N: -4.13564 -0.62231 0.86393
C: -4.75702 0.72505 0.93613
C: -2.97548 -0.67539 1.84209
C: -3.32667 -0.44674 3.30307
C: -3.72114 -1.00675 -0.52343
C: -2.45675 -0.35371 -1.00043
O: -2.43726 1.05469 -0.96735
C: -1.15734 1.59334 -0.68136
H: -7.18167 -2.29054 0.88192
H: -6.40259 -2.02589 -0.60561
H: -6.85890 -0.64548 0.37882
H: -4.73893 -2.66730 1.19063
H: -5.40186 -1.56168 2.31266
H: -4.01582 1.49330 0.71109
H: -5.35447 0.79327 1.83442
H: -5.39677 0.97760 0.08264
H: -2.24066 0.00056 1.40736
H: -2.53061 -1.66584 1.69455
H: -3.46636 -1.36595 3.86648
H: -4.23703 0.11334 3.52018
H: -2.50787 0.17603 3.66245
H: -4.57789 -0.84431 -1.17367
H: -3.47467 -2.07259 -0.53480
H: -2.20114 -0.67258 -2.01628
H: -1.70279 -0.77368 -0.34841
H: -0.52552 1.29994 -1.52632
H: -0.70107 1.20890 0.24339
H: -1.25548 2.65765 -0.46872
O: 2.22136 -2.82613 -3.20445
C: 1.46112 -2.52925 -2.11112
O: 1.47454 -3.23843 -1.08644
O: 0.70450 -1.52099 -2.12967
H: 1.89432 -2.14755 -3.82014
O: -3.24958 -3.84023 1.74706
C: -2.62087 -3.91419 0.53306
O: -3.21418 -4.49942 -0.39225
O: -1.51168 -3.33017 0.42853
H: -3.91720 -4.54147 1.67775
O: 0.73446 -0.44617 3.60918
C: 0.74346 0.05775 2.32359
O: 1.05730 1.27693 2.20141
O: 0.52060 -0.71948 1.36071
H: 1.06133 0.32633 4.09378

The LUMO energy comes out at 0.19 eV. Its HOMO energy is -8.061 eV. Its relative energy (zero: lowest compared OMol25 entry of this formula, charge and spin) is 0.0 kcal per mole. As for the spin multiplicity: 1.

A molecular structure, C19H43O2P3ReS at a distorted geometry. Source: the Open Molecules 2025 dataset; level of theory: ωB97M-V/def2-TZVPD.

CARTESIAN COORDINATES (ANGSTROEM)
Re: -0.30292 0.33773 -0.71019
P: -1.91743 -1.18008 -0.09312
P: 0.87860 -0.28022 1.18929
P: 0.95368 -1.25267 -1.83859
H: -1.17948 4.35489 -2.22834
C: -1.66460 3.99321 -3.17000
C: -2.91809 3.52747 -3.23338
H: -3.70516 3.81927 -2.52763
C: -3.41150 -0.51066 0.72099
C: -1.63391 -2.61352 1.01521
C: -2.58562 -1.93467 -1.60852
C: 2.41760 0.72464 1.45444
C: 0.07226 -0.13738 2.84834
C: 1.68284 -1.94446 1.57834
C: 0.90612 -1.58285 -3.66553
C: 1.05212 -3.07705 -1.47794
C: 2.68908 -0.59777 -1.69208
H: -1.11328 4.21973 -4.09428
H: -3.25845 3.00333 -4.12441
H: -3.68072 0.46811 0.30322
H: -3.23216 -0.38936 1.79656
H: -4.24290 -1.21382 0.56616
H: -1.47094 -2.29025 2.04816
H: -0.78385 -3.23101 0.71952
H: -2.54024 -3.23000 0.98822
H: -2.75278 -1.15481 -2.35942
H: -3.54168 -2.41215 -1.36227
H: -1.89404 -2.67168 -2.03076
H: 3.03889 0.28723 2.25371
H: 2.12114 1.74304 1.73442
H: 3.00751 0.76681 0.52914
H: 0.68383 -0.66896 3.59761
H: -0.93726 -0.57285 2.83789
H: 0.00952 0.92721 3.11262
H: 2.73196 -1.79881 1.87983
H: 1.67664 -2.63416 0.73318
H: 1.15135 -2.44513 2.40253
H: 1.34318 -2.56506 -3.91108
H: 1.46578 -0.82453 -4.23264
H: -0.14267 -1.58915 -3.98630
H: 1.12589 -3.63543 -2.42000
H: 0.15405 -3.43105 -0.96132
H: 1.96252 -3.30796 -0.91404
H: 3.19472 -0.80981 -2.64152
H: 3.23189 -1.06569 -0.85872
H: 2.67088 0.49410 -1.54418
C: 0.10081 1.47427 -3.78698
C: 0.98708 2.56233 -3.78143
C: 1.84438 2.73331 -4.85523
C: 1.63034 2.10286 -6.08335
C: 0.57947 1.15842 -6.17348
C: -0.16332 0.82261 -5.04434
O: -0.36171 0.98082 -2.65872
H: 0.90919 1.50058 -0.89362
H: 1.03086 3.21335 -2.92960
H: 2.71034 3.35415 -4.64742
H: 2.27298 2.36709 -6.94314
H: 0.38216 0.59709 -7.10451
H: -0.96225 0.06776 -5.08063
C: -0.66831 4.24930 1.17019
S: -1.97263 3.15408 0.55186
C: -2.96593 3.11692 2.08355
O: -1.27281 1.74854 0.53155
H: -0.34972 3.90149 2.16025
H: -1.08289 5.26715 1.22951
H: 0.16701 4.22018 0.45804
H: -3.73126 2.33266 1.98508
H: -2.30964 2.92361 2.93975
H: -3.45511 4.09606 2.19831

The LUMO energy (alpha / beta) comes out at -15.73 / -15.43 eV. Its HOMO energy (alpha / beta) is -20.020 / -19.843 eV. As for the expectation value of S²: 3.845. Its charge is +4. As for the spin multiplicity: 4.

A molecular structure, C19H44CaNOP2S at a distorted geometry. Source: the Open Molecules 2025 dataset; level of theory: ωB97M-V/def2-TZVPD.

CARTESIAN COORDINATES (ANGSTROEM)
Ca: -0.45657 -0.21234 0.55675
P: 0.80245 2.47200 0.25560
P: 0.13369 -2.62348 -0.91833
N: 0.13811 0.30889 -1.83289
C: 0.17959 2.85024 -1.43156
H: -0.61131 3.58408 -1.25838
H: 0.99490 3.38009 -1.92932
C: -0.31567 1.67590 -2.25645
H: -1.40392 1.61496 -2.25441
H: -0.11258 1.96894 -3.28965
C: -0.04418 -0.66222 -2.93596
H: 0.93147 -0.88426 -3.37894
H: -0.73695 -0.28504 -3.71134
C: -0.61176 -1.99347 -2.48775
H: -0.41154 -2.83102 -3.16268
H: -1.69963 -1.93515 -2.30367
C: -1.03872 -3.92484 -0.24604
C: -2.01221 -3.20770 0.71341
H: -2.63873 -2.48468 0.16650
H: -1.47852 -2.68669 1.54283
H: -2.67486 -3.95083 1.18579
C: 1.67731 -3.42027 -1.55308
C: 2.62183 -3.71574 -0.37008
H: 3.65672 -3.66530 -0.71240
H: 2.42748 -4.72447 0.01041
H: 2.52115 -2.99713 0.44905
C: 2.53790 3.14989 0.46763
C: 3.01360 3.03563 1.93840
H: 4.09485 3.24262 1.94267
H: 2.87829 2.04482 2.39018
H: 2.50951 3.76761 2.56946
C: -0.32166 3.30097 1.50903
C: -0.15811 2.60017 2.89071
H: -1.10329 2.73076 3.45117
H: 0.66504 3.08257 3.44614
H: 0.06628 1.50459 2.83340
C: 1.21959 -0.85592 2.17396
C: 1.44210 -4.66495 -2.42359
H: 0.40381 -4.95353 -2.55064
H: 1.84021 -4.47258 -3.43539
H: 1.99027 -5.51582 -2.00988
C: 2.82889 4.57323 -0.05247
H: 3.51867 5.07769 0.62723
H: 3.26256 4.56613 -1.05736
H: 1.92622 5.16299 -0.10963
C: -0.26010 4.81923 1.65498
H: -1.00877 5.08933 2.39629
H: 0.71362 5.18302 2.01068
H: -0.50777 5.34102 0.71669
C: -0.39874 -5.15164 0.42782
H: 0.29611 -4.87602 1.22625
H: -1.19894 -5.75278 0.88518
H: 0.14637 -5.83454 -0.24687
H: -1.53589 -4.21665 -1.17562
H: -1.32212 3.06410 1.08567
H: 2.11636 -2.65071 -2.22525
H: 3.08481 2.41587 -0.15409
O: 2.00934 -1.21495 2.94127
H: 1.06199 0.25684 -1.41437
H: 1.59900 -0.42624 0.63072
C: -3.91048 0.53770 2.22892
S: -3.02639 0.92551 0.72027
C: -4.28553 0.55465 -0.51253
H: -3.23607 0.28321 3.05073
H: -4.62040 -0.28085 2.07257
H: -4.51793 1.40397 2.52438
H: -5.04004 -0.12272 -0.10708
H: -4.79360 1.49404 -0.77105
H: -3.81711 0.13128 -1.41397

The LUMO energy comes out at -2.21 eV. Its HOMO energy is -9.649 eV. Its charge is +1. As for the spin multiplicity: 1.

A molecular structure, C19H44F3GaNO6 at a distorted geometry. Source: the Open Molecules 2025 dataset; level of theory: ωB97M-V/def2-TZVPD.

CARTESIAN COORDINATES (ANGSTROEM)
C: 2.60047 -0.17867 -0.55693
C: 1.22939 -0.09950 -0.20367
C: 0.77626 1.20084 0.56992
Ga: -1.12278 1.86695 0.16680
C: -2.63063 0.54798 0.60829
C: -2.19294 -0.76326 1.38129
C: -1.38040 2.43277 -1.81725
N: -0.08236 2.23318 -2.54057
C: -1.42530 3.59948 1.31963
F: -1.19038 3.32646 2.68833
F: -0.44552 4.54717 1.00466
F: -2.70171 4.15382 1.20446
H: 2.98668 0.60383 -1.24781
H: 3.29909 -0.95225 -0.16006
H: 0.51672 -0.93654 -0.42633
H: 1.47651 2.01624 0.21487
H: 0.91841 1.11472 1.67651
H: -3.37614 1.10585 1.24457
H: -3.10778 0.23378 -0.35749
H: -2.09613 -1.62907 0.66655
H: -3.05943 -1.04683 2.05129
H: -1.30954 -0.64804 2.05331
H: -1.74378 3.49035 -1.85933
H: -2.17184 1.79450 -2.32156
H: 0.14740 1.23997 -2.59389
H: -0.24847 2.55201 -3.50187
C: 6.11152 0.07524 -0.04831
O: 5.64033 0.90552 -1.09890
C: 6.35379 2.13195 -1.18064
C: 7.40954 2.09078 -2.27536
O: 8.43366 1.14527 -1.98245
C: 8.25576 -0.08084 -2.67348
H: 5.72856 -0.93218 -0.21320
H: 7.20281 0.03082 -0.01701
H: 5.73022 0.44261 0.91013
H: 6.80134 2.38484 -0.21409
H: 5.62434 2.90880 -1.42617
H: 7.88883 3.07273 -2.33660
H: 6.95402 1.87922 -3.24795
H: 8.57354 0.03158 -3.71538
H: 7.21932 -0.42300 -2.64228
H: 8.88374 -0.83288 -2.19460
C: -1.86996 -5.06760 -4.55332
O: -0.72944 -4.30371 -4.90953
C: -0.96154 -2.90060 -4.81137
C: -0.40049 -2.32900 -3.51802
O: -1.08335 -2.84816 -2.38325
C: -0.36588 -3.89655 -1.75141
H: -1.54736 -6.09515 -4.38020
H: -2.34622 -4.69548 -3.64388
H: -2.59309 -5.06026 -5.37644
H: -2.02927 -2.67805 -4.90569
H: -0.44502 -2.43311 -5.65439
H: -0.55342 -1.24555 -3.51844
H: 0.67558 -2.51358 -3.44073
H: 0.44625 -3.47802 -1.14839
H: 0.04321 -4.60778 -2.47288
H: -1.05402 -4.42724 -1.09245
C: -6.05946 -0.66483 4.22783
O: -4.92061 0.09267 3.85909
C: -5.14671 1.49632 3.94426
C: -4.57319 2.07638 5.22742
O: -5.24795 1.57321 6.37974
C: -4.53150 0.52723 7.01440
H: -5.73777 -1.69161 4.40803
H: -6.53106 -0.28385 5.13688
H: -6.78659 -0.66350 3.40828
H: -6.21459 1.72231 3.85450
H: -4.63401 1.95386 3.09421
H: -4.72072 3.16004 5.21762
H: -3.49790 1.88578 5.29402
H: -3.70892 0.94583 7.60353
H: -4.13617 -0.19419 6.29622
H: -5.21587 0.00802 7.68695

The LUMO energy comes out at 2.58 eV. Its HOMO energy is -4.054 eV. Its charge is -1. As for the spin multiplicity: 1.

A molecular structure, C19H44NO2P2SW at a distorted geometry. Source: the Open Molecules 2025 dataset; level of theory: ωB97M-V/def2-TZVPD.

CARTESIAN COORDINATES (ANGSTROEM)
W: 0.92699 -0.71852 -0.02961
P: 1.95622 1.00700 -1.23509
P: -0.30090 -1.65885 1.73989
N: 2.72499 -1.23573 0.92436
C: 3.60580 0.37785 -0.64838
H: 4.30356 0.47235 -1.49470
H: 3.96915 1.09231 0.11286
C: 3.75049 -1.05018 -0.11352
H: 3.66574 -1.82866 -0.88520
H: 4.72330 -1.18809 0.38839
C: 2.47238 -2.60294 1.43011
H: 3.36410 -2.88953 2.01627
H: 2.37474 -3.31839 0.60019
C: 1.24444 -2.50291 2.33402
H: 1.54142 -1.95541 3.24278
H: 0.99611 -3.52226 2.66018
C: -1.47497 -3.04688 1.29084
C: -2.81475 -2.58701 0.70932
H: -3.32695 -3.46910 0.29848
H: -2.70380 -1.86015 -0.10259
H: -3.48002 -2.15888 1.46642
C: -1.02719 -0.76534 3.20084
C: -2.45086 -0.24366 2.98360
H: -2.69886 0.43078 3.81646
H: -3.19053 -1.05477 3.00523
H: -2.57098 0.32314 2.04831
C: 1.93995 2.83013 -0.84717
C: 0.71404 3.57720 -1.38411
H: 0.68327 4.57993 -0.93194
H: -0.23081 3.07836 -1.13524
H: 0.75687 3.73464 -2.46997
C: 1.91068 0.82509 -3.11428
C: 0.55043 1.16788 -3.72926
H: 0.56276 0.89125 -4.79393
H: 0.33196 2.24118 -3.68614
H: -0.28151 0.62702 -3.26161
C: -0.26948 -1.42625 -1.40954
O: -1.05974 -1.81164 -2.21303
C: -0.93760 -1.54954 4.51823
H: -1.53617 -2.46870 4.49258
H: 0.09091 -1.81436 4.78638
H: -1.33658 -0.91837 5.32440
C: 3.23819 3.56742 -1.20662
H: 3.15524 4.60432 -0.85335
H: 4.11653 3.12273 -0.72646
H: 3.40848 3.60399 -2.28921
C: 3.03547 1.55195 -3.86313
H: 3.09204 1.13799 -4.88107
H: 2.82428 2.62450 -3.96601
H: 4.02052 1.41233 -3.40345
C: -1.70300 -4.07423 2.40665
H: -2.45371 -3.73526 3.13180
H: -2.09706 -4.99061 1.94408
H: -0.79129 -4.35392 2.94442
H: -0.92432 -3.54893 0.47629
H: 2.07125 -0.26012 -3.24165
H: -0.35994 0.11187 3.26860
H: 1.85424 2.80097 0.25266
H: 3.10416 -0.75852 1.74014
H: -0.02843 0.52406 -0.67161
C: -3.53308 1.88770 -2.26004
S: -3.57148 2.21537 -0.48777
C: -5.35146 2.11036 -0.19903
O: -2.94475 1.02482 0.17258
H: -4.55755 1.92329 -2.64627
H: -3.08136 0.90177 -2.42122
H: -2.93838 2.68696 -2.72173
H: -5.64773 1.05554 -0.22775
H: -5.54032 2.54448 0.78997
H: -5.86513 2.69919 -0.96564

The LUMO energy (alpha / beta) comes out at -9.95 / -12.89 eV. Its HOMO energy (alpha / beta) is -17.209 / -16.984 eV. As for the expectation value of S²: 2.016. Its relative energy (zero: lowest compared OMol25 entry of this formula, charge and spin) is 0.0 kcal per mole. Its charge is +3. As for the spin multiplicity: 3.

| no. | E_tot (Eh) |
| --- | --- |
| 1 | -2511.516500 |
| 2 | -1694.471155 |
| 3 | -2399.025683 |
| 4 | -2638.591567 |
| 5 | -3480.675910 |
| 6 | -2102.414516 |